Below is a structure of composition C92H198F19N10O10P2S4, with properties calculated with ωB97M-V/def2-TZVPD.

The geometry in XYZ format:
```
335
Properties=species:S:1:pos:R:3:forces:R:3
C -3.97358 4.16921 -2.60665 -0.80 0.41 -1.01
C -2.47852 4.59831 -2.62903 -1.63 -0.45 -1.18
C -2.01104 4.55296 -4.08885 -0.26 -1.35 -0.39
C -0.60131 5.04360 -4.33244 2.04 0.15 1.11
N -0.00936 4.68375 -5.75260 -0.88 -1.45 1.10
C 1.18355 5.46738 -6.13410 0.16 -0.10 1.01
C 0.67861 6.83201 -6.47508 -0.41 1.74 0.56
C -0.79751 6.62015 -6.84095 -0.59 -0.22 -0.22
C -0.99057 5.10179 -6.76861 -0.31 0.70 -0.28
C 0.23943 3.19762 -5.83127 -0.02 -1.38 -1.44
C 1.45304 2.62598 -5.16777 1.26 1.67 0.70
C 1.59734 1.14115 -5.23196 0.89 -1.37 -1.91
H -4.28985 3.32616 -3.28462 0.99 0.61 0.42
H -4.63546 4.99358 -2.93974 0.39 -0.12 0.11
H -4.36170 3.87357 -1.65012 0.25 -0.02 0.77
H -1.95170 3.91388 -2.05373 1.15 -1.48 1.00
H -2.27214 5.51439 -2.11577 -0.29 0.87 -0.09
H -2.81269 5.03145 -4.66965 0.49 0.10 -0.13
H -1.99777 3.45048 -4.38364 -0.41 1.31 0.34
H 0.06281 4.54553 -3.50891 -0.87 0.86 -1.86
H -0.42717 6.13998 -4.22876 -0.37 -0.81 -0.01
H 1.57584 4.99343 -7.00133 0.50 -0.56 -0.69
H 1.85197 5.34715 -5.30612 0.78 0.40 0.25
H 1.17548 7.31661 -7.31805 0.29 -0.43 0.13
H 0.77108 7.56083 -5.65760 0.08 -0.41 -0.02
H -0.89624 6.93046 -7.87043 -0.61 0.18 -0.18
H -1.55946 7.12820 -6.21865 0.70 -0.02 -0.26
H -0.66860 4.65899 -7.71123 -0.38 -0.26 0.09
H -1.98130 4.81582 -6.42993 0.05 -0.27 -0.59
H 0.36950 2.84461 -6.90765 -0.76 0.97 1.02
H -0.60318 2.69514 -5.38481 -0.59 -0.01 -0.28
H 1.47306 2.93009 -4.10532 0.19 -0.06 -0.30
H 2.31550 3.08400 -5.66051 0.21 0.01 0.30
H 0.90848 0.66497 -4.59709 -1.24 -0.75 0.53
H 2.55347 0.83086 -4.80511 0.14 0.25 -0.11
H 1.57395 0.63100 -6.27703 -0.20 1.16 1.61
C 3.29034 1.56780 -1.18383 -0.96 -0.92 0.16
C 3.09044 2.48868 0.02520 -0.24 1.37 -0.97
C 4.24284 3.51152 0.21668 -0.30 -0.47 -0.98
C 3.90316 4.66511 1.16709 2.11 -0.61 -1.39
N 5.13335 5.37580 1.77834 0.57 -0.99 1.97
C 4.57152 6.38193 2.76616 -0.80 0.81 -1.50
C 4.14914 7.53850 1.77711 0.73 0.38 1.62
C 5.41238 7.59758 0.97289 2.42 2.31 -2.26
C 6.01145 6.21211 0.86575 -0.58 -1.19 -0.09
C 6.11970 4.43583 2.53703 -0.80 0.03 -1.35
C 5.40403 3.52089 3.44408 -1.44 -1.97 0.66
C 6.35660 2.64829 4.18681 2.09 0.31 3.05
H 4.13138 0.88781 -1.15276 0.48 -0.01 0.35
H 3.31365 2.01732 -2.18397 -0.04 0.51 0.44
H 2.40930 0.89846 -1.18050 0.37 0.14 -0.20
H 2.99325 1.95586 0.95105 -0.19 -0.68 0.42
H 2.11061 2.98405 -0.15656 0.63 0.05 0.32
H 4.46554 3.88654 -0.78773 0.08 0.29 0.13
H 5.09682 2.87532 0.46254 0.21 0.38 0.50
H 3.24551 4.34884 1.92354 -0.38 -0.47 1.47
H 3.34577 5.38852 0.62563 -0.15 0.73 -0.50
H 5.38389 6.75170 3.38029 0.10 -0.09 0.24
H 3.78649 5.91306 3.34938 0.00 0.10 0.07
H 4.06077 8.52952 2.31109 -0.46 -1.24 -0.49
H 3.30065 7.29437 1.14524 -0.24 0.15 0.35
H 6.19353 8.28368 1.45151 -1.14 -0.85 -0.43
H 5.31101 7.99616 -0.09489 -0.23 -0.38 1.60
H 7.06406 6.08949 1.24334 -1.10 0.31 -0.66
H 5.85211 5.73436 -0.10542 0.53 0.38 -0.10
H 6.76251 5.12472 3.09894 0.13 -0.33 -0.38
H 6.67739 3.77908 1.78696 -0.52 1.34 0.84
H 4.79166 2.79189 2.87775 -0.11 0.68 -0.02
H 4.75117 3.92581 4.23386 0.15 0.61 -0.68
H 5.93082 2.24526 5.14584 -0.03 -0.09 -1.24
H 7.18912 3.26200 4.65156 -0.62 -0.35 -0.70
H 6.87430 1.86624 3.64591 -0.25 -0.21 -0.33
C 9.59903 -2.76455 -2.91306 0.93 0.20 -1.73
C 10.32341 -1.92383 -1.88190 -0.29 0.39 -0.02
C 11.79321 -2.29583 -1.63129 -1.00 0.86 1.57
C 11.88977 -3.72617 -1.09548 -0.06 -0.12 -0.83
N 13.26916 -4.32302 -1.20722 -0.02 1.08 0.00
C 13.33713 -5.70641 -0.59117 0.79 1.41 0.39
C 14.71560 -5.81219 0.17341 -1.97 0.66 -1.20
C 15.37231 -4.43214 -0.18840 0.51 -1.68 4.21
C 14.27963 -3.47446 -0.34583 -0.76 -0.17 -2.74
C 13.76435 -4.36944 -2.63267 0.55 -1.46 0.71
C 12.88022 -5.09071 -3.67825 1.19 1.07 -0.36
C 13.73515 -5.09865 -4.98998 -0.49 -0.97 0.75
H 10.13118 -2.69355 -3.89970 -0.49 0.01 0.66
H 8.61156 -2.37181 -3.06489 -0.55 0.10 -0.12
H 9.49486 -3.83564 -2.73058 0.06 0.12 0.43
H 9.78272 -2.06394 -0.95883 -0.10 -0.02 0.69
H 10.19020 -0.81879 -2.07753 0.44 -1.21 -0.14
H 12.12939 -1.49161 -0.93217 0.24 -1.01 -0.11
H 12.40069 -2.18878 -2.48113 0.49 0.24 -1.46
H 11.15714 -4.37664 -1.66471 0.98 0.55 0.93
H 11.73121 -3.73597 -0.03173 -0.72 -0.16 0.38
H 13.11002 -6.31020 -1.40255 0.40 -1.72 -1.46
H 12.47402 -5.83771 0.00929 -0.63 0.19 1.12
H 15.26409 -6.67030 -0.19947 0.21 0.00 0.30
H 14.39277 -5.93283 1.22306 0.91 0.15 -0.36
H 16.04815 -4.53551 -0.97823 0.85 0.14 -1.31
H 15.94963 -4.15589 0.71404 0.10 0.10 -0.58
H 14.63229 -2.54753 -0.86221 -0.86 -0.66 0.35
H 13.66413 -3.29751 0.49787 0.09 0.50 1.25
H 14.76161 -4.88137 -2.49477 -0.97 0.73 -0.77
H 13.85937 -3.32656 -2.89695 0.50 0.01 -0.41
H 12.06741 -4.40703 -3.89688 -0.60 -0.22 0.16
H 12.49917 -6.09435 -3.41268 0.34 0.56 -0.06
H 14.60729 -5.73184 -4.86977 0.22 -0.16 0.12
H 14.10956 -4.11011 -5.25906 -0.41 -0.01 -0.13
H 13.13132 -5.58008 -5.76089 0.15 0.48 -0.25
C -3.32850 9.01895 -2.71290 -0.43 1.04 0.50
C -3.95069 8.17574 -1.55944 0.29 1.82 -0.79
C -3.33864 8.49701 -0.17563 -2.67 0.82 -0.28
C -4.07945 7.66875 0.84804 0.33 0.03 0.66
N -3.66305 7.80710 2.35593 -1.33 0.02 -0.66
C -4.53236 6.80603 3.19066 1.04 0.27 0.50
C -5.21741 7.66487 4.26224 1.85 -0.56 1.08
C -4.41584 8.94288 4.30976 -0.86 1.28 -0.86
C -4.03204 9.17460 2.87910 -0.42 0.08 -0.58
C -2.22125 7.47005 2.51076 0.69 2.12 -1.35
C -1.50729 7.62877 3.87000 -0.76 0.82 -0.41
C -0.08422 7.14197 3.65106 0.68 0.78 1.19
H -3.86075 8.84975 -3.64012 -0.27 -0.29 -0.20
H -2.27966 8.84272 -2.94121 0.17 -0.10 0.42
H -3.48474 10.11682 -2.52557 0.36 -0.93 0.01
H -3.78031 7.14980 -1.80100 -0.23 -0.89 0.01
H -5.03131 8.44200 -1.63472 0.58 -0.58 0.55
H -3.38924 9.57405 -0.00330 -0.28 0.07 0.16
H -2.34701 8.25680 -0.16004 2.73 -0.80 -0.29
H -3.99309 6.63958 0.55720 0.56 -0.81 0.33
H -5.14233 7.82337 0.77130 -0.51 0.56 0.48
H -3.81086 6.03373 3.64790 -1.35 1.10 -1.01
H -5.24387 6.38802 2.49477 0.10 -0.54 0.03
H -5.19407 7.12563 5.21214 -0.12 0.14 -0.04
H -6.19505 7.95460 4.07719 -2.05 -0.04 -0.77
H -3.56810 8.89727 4.91976 1.31 -0.25 0.93
H -4.92545 9.87484 4.56830 -0.47 -0.43 0.57
H -3.32341 9.97993 2.77140 1.15 -0.38 -0.18
H -4.85111 9.58065 2.26772 -0.24 -0.65 0.27
H -1.74630 8.22034 1.76155 -0.26 -1.52 1.33
H -2.19190 6.47727 2.10359 0.69 -0.61 -0.08
H -1.92327 7.00116 4.66699 -0.32 0.27 -0.19
H -1.53964 8.71012 4.21239 0.07 -1.25 -0.46
H 0.30432 7.34440 2.66535 -0.07 -0.15 -0.52
H -0.05285 6.07427 3.88386 0.37 0.18 -0.19
H 0.56755 7.74272 4.33019 -0.25 -0.87 -0.24
C -11.71222 -2.78213 0.60417 0.04 2.51 -1.09
C -11.68764 -4.00279 -0.26577 -0.04 -1.67 -0.32
C -10.75458 -4.03037 -1.51439 -0.72 0.70 0.61
C -11.25859 -2.98923 -2.47049 -1.21 -0.61 -0.63
N -10.36602 -2.49816 -3.51612 1.40 -1.23 0.14
C -11.14179 -1.71407 -4.52586 -0.37 -1.71 -0.98
C -11.84023 -2.79121 -5.45968 2.21 -0.20 0.24
C -11.14306 -4.15526 -5.03281 1.31 1.81 -0.51
C -9.82804 -3.74136 -4.27695 -1.33 1.74 -0.75
C -9.18341 -1.78316 -2.93581 0.82 -0.18 -0.14
C -9.44181 -0.63334 -1.96745 -2.21 -1.36 -0.58
C -8.34828 0.32602 -2.07376 1.73 1.24 1.79
H -10.69612 -2.35272 0.77933 -0.64 -0.47 0.10
H -12.21878 -2.94535 1.54805 0.08 -0.16 0.14
H -12.29976 -1.93429 0.08759 0.79 -1.12 0.77
H -12.73981 -4.24718 -0.54732 0.73 0.04 -0.04
H -11.32710 -4.85742 0.31597 -0.27 0.06 0.16
H -10.83425 -5.00386 -2.00181 0.26 -0.04 0.28
H -9.72609 -3.83156 -1.21679 0.11 -0.18 0.09
H -11.65147 -2.12870 -2.01340 -0.26 1.19 1.06
H -12.12034 -3.40077 -2.99046 -0.15 -0.06 0.03
H -10.43915 -1.18142 -5.13378 0.35 0.67 0.02
H -11.85705 -1.10227 -4.02019 -0.21 0.63 0.23
H -11.63238 -2.60909 -6.54971 -0.11 0.09 1.20
H -12.89467 -2.81164 -5.34098 -0.90 -0.08 0.24
H -10.87997 -4.62045 -5.95218 0.13 -0.98 -0.44
H -11.79072 -4.74530 -4.43457 -0.38 -0.75 0.35
H -9.02145 -3.32902 -4.91056 -0.58 -0.41 -0.10
H -9.32541 -4.36799 -3.55655 -0.29 -0.51 0.05
H -8.68710 -1.48653 -3.85323 0.43 0.60 0.09
H -8.46485 -2.48579 -2.46288 -0.83 0.11 -0.42
H -9.56448 -1.05939 -0.96056 0.20 0.29 -0.18
H -10.41120 -0.18494 -2.21167 0.02 0.21 0.04
H -8.21250 0.80870 -3.01683 -0.13 0.09 -0.80
H -7.42369 -0.16961 -1.79589 0.42 -0.22 -0.31
H -8.39267 1.11762 -1.31330 -0.38 -0.04 -0.20
C 3.67813 -0.99011 1.82080 3.08 2.18 -0.44
C 2.26850 -1.02389 2.23009 -0.49 -1.35 1.56
C 1.40214 -1.39859 1.04299 -1.31 0.86 0.62
C -0.03299 -1.07591 1.51003 -0.05 2.45 -1.14
N -1.15119 -1.39925 0.54203 -0.31 -0.59 -0.75
C -2.51037 -1.04056 1.08257 1.41 -3.45 1.64
C -3.43533 -2.02473 0.38417 -0.98 -0.08 0.87
C -2.61126 -3.16083 -0.21590 -0.83 -0.87 0.54
C -1.24170 -2.95105 0.32061 1.68 1.17 -0.93
C -1.01113 -0.85335 -0.84263 1.74 0.79 -1.08
C -1.24622 0.66626 -0.99559 -0.40 0.42 2.02
C -0.59251 1.27486 -2.20106 1.76 -1.28 -0.56
H 4.45573 -1.23744 2.55927 -0.55 -0.05 0.14
H 4.07288 -0.01788 1.36802 -0.91 -0.62 0.75
H 3.86520 -1.60739 0.98533 0.02 -1.33 -0.85
H 1.90692 -0.13410 2.72161 0.06 0.81 -0.11
H 2.18140 -1.76950 3.08208 -0.20 0.36 -1.13
H 1.52121 -2.44964 0.82609 0.11 -0.20 -0.47
H 1.67655 -0.75947 0.16712 -0.18 -0.70 0.58
H -0.08223 0.05813 1.69112 -0.07 -1.44 -0.36
H -0.29431 -1.50868 2.46374 -0.03 -0.62 0.11
H -2.81349 -0.04568 1.00314 0.11 1.73 -0.04
H -2.31074 -1.38667 2.14416 -1.12 0.79 -0.77
H -3.92308 -1.61438 -0.47696 -0.75 0.76 0.00
H -4.18032 -2.32819 1.14502 0.17 -0.09 -0.72
H -2.70559 -3.02830 -1.28223 0.33 -0.50 -0.39
H -3.02810 -4.15639 0.04051 0.39 0.66 -0.13
H -0.36482 -3.16962 -0.34562 -0.80 -0.02 0.36
H -1.08303 -3.41689 1.26278 0.04 -0.25 0.93
H -1.68617 -1.36201 -1.54199 0.20 -0.14 0.53
H 0.03714 -1.14557 -1.13639 -1.06 0.40 -0.01
H -0.82865 1.18139 -0.08024 -0.48 -0.39 -0.83
H -2.33934 0.92698 -0.98478 0.96 -0.46 -0.03
H 0.51307 1.19751 -2.16137 -0.35 0.27 0.46
H -0.83673 2.30001 -2.35429 -0.34 0.70 -0.10
H -0.73800 0.68998 -3.10222 -0.79 -0.03 -0.37
C 4.32127 -9.19744 -2.27242 0.16 -1.30 0.89
C 3.09601 -8.42903 -2.64355 -0.85 -0.35 -1.29
C 2.20938 -8.30440 -1.44455 -0.51 -1.31 2.05
C 1.02147 -7.43715 -1.73012 0.50 0.87 -1.71
N 0.02785 -7.26718 -0.63676 -0.69 -2.10 -0.59
C -0.80794 -8.60333 -0.44322 -1.12 1.01 0.12
C -2.30831 -8.20814 -0.77811 3.65 0.52 2.93
C -2.30886 -6.73435 -0.52249 -0.18 0.80 -1.28
C -0.93484 -6.24608 -1.05338 -1.60 0.87 -1.05
C 0.58571 -6.94779 0.68326 0.80 0.16 -0.17
C 1.52466 -5.77760 0.64088 -0.96 -0.29 2.20
C 1.74661 -5.26475 2.09837 0.02 -1.75 -1.17
H 4.68445 -8.86065 -1.28287 0.03 -0.12 -0.46
H 5.15549 -9.17985 -2.97102 -0.18 0.02 -0.15
H 3.96952 -10.25870 -2.12904 0.73 0.80 -0.14
H 2.59402 -8.88927 -3.56792 0.36 0.41 1.47
H 3.22272 -7.41552 -2.91719 1.00 1.22 -0.69
H 2.75075 -7.96110 -0.52877 0.07 0.20 -0.99
H 1.92040 -9.31730 -1.08749 -0.32 0.30 -0.40
H 0.50674 -7.88751 -2.60101 -0.21 0.17 0.57
H 1.34736 -6.42210 -2.14558 -0.33 -1.03 1.06
H -0.69946 -8.87022 0.61002 -0.03 0.04 -0.23
H -0.43670 -9.41448 -1.05235 0.37 0.11 -0.26
H -2.93851 -8.68057 -0.08570 -0.97 -0.89 0.75
H -2.50334 -8.49805 -1.71574 -0.98 -0.85 -3.59
H -2.45016 -6.62112 0.51949 0.08 0.68 1.17
H -3.17935 -6.30423 -1.03759 0.56 0.35 0.18
H -0.52206 -5.21820 -0.89617 -0.55 -0.94 0.37
H -0.99249 -6.32033 -2.14735 -0.06 -0.01 0.14
H 1.06788 -7.86722 1.00275 0.25 0.06 0.36
H -0.23571 -6.74249 1.32486 -0.90 0.07 0.61
H 1.15478 -4.97955 0.05824 -0.26 0.71 -0.82
H 2.38954 -6.15172 0.17993 1.60 0.10 -0.40
H 1.72804 -6.12828 2.75370 -0.14 -0.25 0.39
H 0.96614 -4.59729 2.43780 0.26 0.46 -0.06
H 2.76600 -4.95873 2.13868 0.57 1.16 0.39
C 0.03921 1.63603 5.67856 1.72 0.82 -0.43
C -0.25890 0.13513 5.48182 0.00 0.93 0.06
C -1.71815 -0.15418 5.36335 -2.29 1.40 0.57
C -2.49453 0.43914 6.57906 0.53 -2.27 0.08
N -3.76843 -0.35468 6.93628 0.49 1.92 0.62
C -4.69328 -0.47018 5.76648 -1.48 0.89 0.85
C -6.14819 -0.55087 6.38461 0.12 0.41 -0.53
C -5.93837 -0.18633 7.85285 0.58 -1.59 0.85
C -4.59351 0.49581 7.90361 -0.51 0.70 -0.60
C -3.49510 -1.74716 7.47171 -0.07 0.34 0.43
C -3.30230 -1.85800 8.97294 2.39 0.07 -0.23
C -3.39250 -3.29944 9.42662 -2.20 0.50 2.76
H 0.09436 2.04827 6.69247 0.09 -0.80 0.26
H -0.58932 2.39666 5.21589 -0.44 -0.59 -0.71
H 1.05928 1.79889 5.23114 -0.82 0.11 0.54
H 0.20242 -0.41193 6.31198 -0.13 -0.12 -0.20
H 0.19633 -0.18080 4.55391 0.37 -0.18 -0.13
H -1.99042 -1.17085 5.35659 0.34 -1.65 -0.25
H -2.21443 0.24036 4.44261 0.78 0.06 0.47
H -2.82145 1.40986 6.39803 -0.57 1.72 -0.39
H -1.84720 0.46663 7.46354 -0.28 -0.24 0.02
H -4.41539 -1.32575 5.24639 0.32 -1.62 -1.06
H -4.57547 0.38682 5.11736 0.09 0.35 0.02
H -6.63890 -1.51605 6.17564 0.43 0.31 0.37
H -6.80291 0.21854 5.96302 0.31 -0.11 -0.35
H -5.83465 -1.09366 8.47370 -0.02 0.03 -0.38
H -6.70214 0.32249 8.40479 -0.61 0.77 -0.33
H -4.20937 0.52036 8.90484 0.63 -0.09 0.24
H -4.63570 1.56284 7.54663 0.18 -1.15 -0.06
H -2.57583 -2.08024 6.94247 -1.04 -0.27 0.23
H -4.40219 -2.31217 7.26395 0.40 -0.31 -0.65
H -4.00729 -1.32285 9.59752 -0.08 0.32 -0.26
H -2.24549 -1.51559 9.22031 -1.28 -0.04 -0.04
H -4.42998 -3.73917 9.29370 1.21 0.49 -0.09
H -3.26798 -3.17081 10.54946 -0.18 -0.68 -1.12
H -2.66385 -3.99417 9.13283 1.03 -0.71 -0.90
P -2.71480 3.34902 2.00926 -0.06 -0.78 -1.76
F -2.45901 4.10216 3.39953 -0.34 0.63 0.05
F -1.76808 4.36724 1.14493 -0.21 0.37 0.72
F -1.37922 2.46342 2.31811 -0.49 -0.35 0.55
F -2.89683 2.47110 0.67546 -0.25 -0.01 -0.78
F -3.80049 2.34879 2.67889 0.84 -0.25 1.07
F -4.00515 4.27782 1.60510 0.52 0.48 0.28
P -5.85169 -4.29199 -2.45660 1.10 -0.35 -0.24
F -6.04545 -3.10793 -1.39284 -0.83 0.33 0.36
F -7.03219 -5.17737 -1.79467 -0.18 0.39 -0.37
F -6.99229 -3.59363 -3.47586 0.93 -0.80 0.47
F -5.44742 -5.46687 -3.48331 -0.94 0.44 -0.31
F -4.70518 -3.34253 -3.15078 -0.18 -0.54 0.24
F -4.81010 -5.00231 -1.40076 0.09 0.63 -0.22
N 1.44780 6.57050 -2.34597 1.55 0.04 -1.01
S 2.98574 6.30052 -2.65804 0.89 1.29 0.53
O 3.31949 5.00802 -3.18978 -0.70 0.43 0.02
O 3.95831 6.85871 -1.72308 -1.53 -0.62 -0.97
F 2.94102 7.30503 -3.89459 0.70 -0.56 0.20
S 0.72574 6.18439 -1.05980 0.51 -0.87 0.60
O -0.58309 6.70132 -1.13919 -1.08 0.25 0.39
O 1.48028 6.28076 0.14781 -0.08 0.25 0.34
F 0.60350 4.60356 -1.24730 -0.38 -0.13 0.13
N -3.07249 -3.90745 4.38612 0.82 -0.08 -1.20
S -4.17214 -4.74670 5.14103 -1.03 1.61 -4.29
O -5.17680 -3.86062 5.56592 -1.60 1.00 0.05
O -3.57002 -5.55635 6.04704 1.84 -4.20 4.00
F -4.86868 -5.74144 4.02401 0.83 1.37 1.23
S -1.75369 -4.56778 3.77381 -3.63 -3.10 -1.28
O -0.76933 -3.60216 3.67470 2.54 3.20 -0.54
O -1.98374 -5.43408 2.61279 0.25 1.22 1.59
F -1.18054 -5.52130 4.85369 -0.03 -0.57 0.55
C 1.79212 -3.63940 -2.62707 -0.16 -1.80 1.11
O 2.95025 -4.54887 -2.91293 -0.22 -0.17 0.88
O 1.34943 -3.62274 -1.36448 0.30 0.46 -1.74
C 2.24245 -2.37197 -3.21707 0.39 2.17 -2.52
F 1.23558 -1.49527 -3.31303 -1.16 0.86 0.95
F 3.26219 -1.68489 -2.66892 0.17 -0.47 0.17
F 2.51827 -2.53051 -4.56899 0.82 -0.35 0.86
C 3.86703 -4.52223 -1.82799 0.32 0.46 0.33
C 5.30187 -4.26181 -2.29995 -0.42 0.11 0.08
H 5.93619 -4.08966 -1.42875 0.07 0.04 0.05
H 5.64211 -5.17135 -2.77798 0.31 -0.09 -0.35
H 5.40147 -3.41901 -2.99084 -0.15 -0.11 0.11
H 3.94187 -5.50658 -1.31753 -0.55 0.34 -0.10
H 3.48332 -3.76130 -1.10793 0.58 -0.68 -0.23
H 1.10441 -3.93543 -3.43567 -0.49 -0.54 0.28
```
Positions in Å, forces in eV/Å.

The calculation puts the strongest force on any atom at 6.09 eV/Å. Its charge is +3. Its LUMO energy is -3.9 eV. The HOMO energy is -11.515 eV. As for the spin multiplicity: 1. The total energy comes out at -247529.3779 eV.